Below is C3H7I2N2O2 as an isolated structure, with properties calculated with ωB97M-V/def2-TZVPD.

XYZ file:
```
16
Properties=species:S:1:pos:R:3:forces:R:3:lowdin_charge:R:1
C 1.18541 -1.52241 -0.60580 4.486 -1.245 -0.083 -0.54
C -1.17167 1.18546 -0.72086 1.755 0.283 -0.570 -0.24
C -1.15973 -0.12229 -0.78297 -0.281 -2.645 -0.208 -0.55
N 2.17544 -1.36897 -1.27983 -1.160 0.635 0.182 0.25
N -1.23779 -0.76594 0.55894 -0.916 -2.849 -3.249 0.14
O 0.73534 -2.00507 0.38081 -0.117 -1.011 0.277 0.11
O -1.06405 1.73760 0.48592 -1.505 3.650 0.618 -0.05
I -0.85463 -1.45759 -2.56923 -1.187 1.520 1.540 1.04
I 2.08256 1.28380 2.13851 0.233 0.238 0.240 0.43
H -0.86160 1.79937 -1.52507 -0.479 0.535 -1.107 0.13
H 2.85040 2.31908 3.12809 -0.202 -0.268 -0.245 -0.30
H 2.32147 -0.79182 -2.07401 0.200 0.276 -0.647 0.09
H -1.26079 -0.07372 1.23674 -0.046 1.543 1.973 0.10
H -0.39619 -1.54978 0.60165 -0.781 1.605 0.647 0.03
H -2.02159 -1.40659 0.60621 -0.808 0.386 0.207 0.16
H -1.32256 2.73888 0.42090 0.808 -2.652 0.426 0.20
```
Positions in Å, forces in eV/Å.

Output
Total charge = +1
LUMO energy = -4.47 eV
E_HOMO = -12.93 eV
Relative energy (zero: lowest compared OMol25 entry of this formula, charge and spin) = 2.591 eV
2S+1 = 1

Below is a 2-piece molecular cluster, C3H7IN2 overall, with properties calculated with ωB97M-V/def2-TZVPD.

XYZ file:
```
13
Properties=species:S:1:pos:R:3:forces:R:3:lowdin_charge:R:1
C -1.39524 1.73401 0.00468 -0.188 1.310 0.224 0.05
C -0.80787 0.58585 0.05118 1.387 -0.638 -0.661 -0.07
C -0.35018 -1.58361 -0.85543 -0.029 -2.150 2.533 -0.01
N 1.35451 -0.32940 0.09694 0.243 0.871 0.521 -0.05
N 0.02886 -0.34807 -0.22511 -1.088 1.378 1.188 -0.26
I 1.99303 1.97484 2.19643 0.066 0.395 0.575 0.12
H -1.25992 2.40832 -0.88196 -0.104 -0.758 0.875 0.10
H -1.91771 2.15305 0.89290 0.171 -0.536 -0.885 0.09
H -1.34635 -1.96573 -1.04881 -0.494 1.265 -0.046 0.11
H 0.29328 -1.61390 -1.65471 1.122 -0.540 -2.242 0.07
H 0.04165 -2.27077 -0.08229 -0.221 -0.422 -0.709 0.11
H 1.67357 0.53858 1.24185 -0.322 -0.399 -1.105 -0.32
H 1.69237 -1.28317 0.26431 -0.544 0.225 -0.268 0.06
```
Positions in Å, forces in eV/Å.

Output
LUMO energy = -0.02 eV
E_HOMO = -8.24 eV
Relative energy (zero: lowest compared OMol25 entry of this formula, charge and spin) = 4.517 eV
2S+1 = 1

Below is a 2-piece molecular cluster, C3H7IN2 overall, with properties calculated with ωB97M-V/def2-TZVPD.

XYZ file:
```
13
Properties=species:S:1:pos:R:3:forces:R:3:lowdin_spin:R:1
C 1.82749 -1.21068 0.45923 2.050 -1.485 0.320 0.00
C 2.37979 -0.14561 -0.07061 -0.837 -0.081 -0.279 0.00
C -2.00533 1.17286 0.17128 2.499 1.525 2.564 0.13
N -1.72016 -1.02821 -0.73906 -2.049 0.983 -2.595 0.81
N -1.48145 -0.20106 0.14560 -0.562 1.077 -0.679 0.89
I 4.38190 -0.02931 -0.25421 1.431 0.200 -0.404 0.00
H 2.47442 -2.10371 0.65550 -0.664 0.940 0.137 0.00
H 0.84019 -1.27952 0.78226 -1.716 -0.013 -0.078 0.00
H -2.54665 1.61345 -0.70238 0.735 -0.939 0.422 0.01
H -2.57416 1.29436 1.08654 -0.873 -0.161 -0.114 0.01
H -1.08525 1.80753 0.52888 -1.524 -0.648 -1.432 0.01
H 1.84136 0.68459 -0.48302 -0.252 0.417 0.299 0.00
H -2.33216 -0.57469 -1.58001 1.762 -1.817 1.839 0.12
```
Positions in Å, forces in eV/Å.

Output
LUMO energy (alpha / beta) = 0.71 / -1.87 eV
E_HOMO (alpha / beta) = -6.82 / -8.86 eV
Relative energy (zero: lowest compared OMol25 entry of this formula, charge and spin) = 1.708 eV
2S+1 = 3

Below is an isolated ion of composition C3H7IN3O and charge +1, with properties calculated with ωB97M-V/def2-TZVPD.

XYZ file:
```
15
Properties=species:S:1:pos:R:3:forces:R:3:lowdin_charge:R:1
C 0.28599 -1.36703 0.68883 0.120 0.542 0.658 -0.13
C 0.13089 0.15934 0.61946 -0.740 -0.383 -0.012 -0.23
C -0.92781 0.25833 -0.50422 -1.914 0.558 1.920 -0.74
N -0.32972 -1.86100 -0.52709 0.399 -1.217 -0.252 0.05
N -0.95111 -1.01117 -1.13883 -0.482 0.029 -1.472 0.01
N 1.36953 0.82697 0.09338 0.191 0.202 -0.213 0.24
O -0.78551 1.35840 -1.26137 0.278 -0.024 -0.221 0.01
I -3.22601 0.21079 0.38193 1.932 0.089 -0.429 0.67
H 1.31377 -1.73157 0.73728 -0.014 0.035 0.063 0.13
H -0.25954 -1.80182 1.53067 0.045 0.126 0.020 0.14
H -0.16854 0.63992 1.54900 0.120 0.035 -0.155 0.15
H 1.11492 1.78103 -0.21095 0.243 -0.246 0.043 0.18
H 1.71016 0.31978 -0.73820 0.036 0.267 0.266 0.19
H 2.12180 0.86883 0.79235 -0.196 0.001 -0.192 0.19
H -1.39882 1.34920 -2.01226 -0.017 -0.015 -0.022 0.14
```
Positions in Å, forces in eV/Å.

Output
Total charge = +1
LUMO energy = -4.91 eV
SMILES string = [NH3+][C@@H]1CN=N[C@@]1(O)I
E_HOMO = -13.18 eV
Relative energy (zero: lowest compared OMol25 entry of this formula, charge and spin) = 0.428 eV
2S+1 = 1

Below is a 2-piece molecular cluster, C3H7INO overall, with properties calculated with ωB97M-V/def2-TZVPD.

XYZ file:
```
13
Properties=species:S:1:pos:R:3:forces:R:3:lowdin_charge:R:1
C 0.33580 0.07977 1.12928 -0.026 -0.692 0.522 -0.06
C 0.02785 -1.29657 0.51280 0.663 -0.320 0.474 -0.11
C -0.61727 0.17708 -1.06772 0.373 0.245 -1.092 -0.83
N 0.08588 1.01499 -0.00584 -0.016 0.339 -0.101 0.05
O -0.84854 -1.02266 -0.56311 -0.447 0.394 -0.249 -0.11
I -2.18819 1.09585 -2.10471 0.400 -0.172 0.254 1.00
H -0.34404 0.30376 1.95154 0.031 0.125 -0.199 0.14
H 1.36221 0.14604 1.48097 -0.044 0.145 -0.068 0.14
H 0.92962 -1.78727 0.12732 -0.142 0.123 0.027 0.14
H -0.48724 -1.97302 1.19629 0.103 0.167 -0.061 0.15
H 1.27648 0.04958 -2.53603 -0.695 0.025 0.576 0.16
H -0.49144 1.82003 0.27388 0.072 -0.221 -0.081 0.16
H 0.95889 1.39243 -0.39466 -0.274 -0.159 -0.001 0.17
```
Positions in Å, forces in eV/Å.

Output
Total charge = +1
LUMO energy (alpha / beta) = -4.87 / -4.73 eV
E_HOMO (alpha / beta) = -14.10 / -12.87 eV
Relative energy (zero: lowest compared OMol25 entry of this formula, charge and spin) = 4.291 eV
2S+1 = 1

Below is C3H7INS as an isolated structure, with properties calculated with ωB97M-V/def2-TZVPD.

XYZ file:
```
13
Properties=species:S:1:pos:R:3:forces:R:3:lowdin_charge:R:1
C -0.94810 0.40211 0.93793 -0.551 0.898 3.480 -0.19
C -0.48538 0.51401 -1.03555 0.716 0.626 -1.762 -0.19
C -0.58313 -0.57606 -0.04687 -0.408 -2.579 -0.941 -0.55
N -0.95738 1.45747 -0.07162 -0.479 0.364 0.598 0.00
S -0.64099 -2.27821 -0.02070 0.195 1.596 0.474 1.02
I 2.94790 -0.28064 0.37222 0.587 -0.261 0.289 0.47
H -1.98117 0.29833 1.29886 -0.349 -0.570 -0.269 0.16
H -0.49974 0.38326 2.01738 0.204 0.446 -2.075 0.20
H 0.54571 0.76165 -1.31411 0.324 -0.548 -0.039 0.12
H -1.04410 0.62605 -1.96832 -0.124 -1.193 -0.130 0.16
H -0.38045 2.26483 -0.08103 0.467 0.780 1.064 0.12
H 4.16181 -1.06587 1.14611 -0.528 0.295 -0.289 -0.27
H -0.13497 -2.50693 -1.23429 -0.054 0.145 -0.400 -0.06
```
Positions in Å, forces in eV/Å.

Output
Total charge = +1
LUMO energy = -6.29 eV
E_HOMO = -13.60 eV
Relative energy (zero: lowest compared OMol25 entry of this formula, charge and spin) = 2.014 eV
2S+1 = 1